(1)
Formula: C4H8O2
Source: OMol25
Level of theory: ωB97M-V with the def2-TZVPD basis set

```
14
Properties=species:S:1:pos:R:3:forces:R:3:mulliken_charge:R:1
C 0.59089 -0.87162 1.44581 0.0 0.0 0.0 -1.1626
C 0.72510 -0.20427 0.08627 0.0 0.1 0.2 0.2845
O 0.41971 -1.07446 -0.96295 0.1 0.0 -0.1 -0.7910
C -0.27701 0.94948 -0.13312 0.1 0.0 0.0 -0.0708
C -0.60088 1.01861 -1.55424 0.0 0.3 -0.1 -0.8077
O -1.56475 0.31089 -0.51474 -0.1 -0.2 0.0 -0.3438
H -0.42799 -1.24635 1.59831 0.1 0.0 0.0 0.2436
H 1.27420 -1.72302 1.50569 -0.1 0.1 0.0 0.3218
H 0.83080 -0.17308 2.25640 0.0 -0.1 -0.1 0.3595
H 1.73525 0.22978 -0.01563 -0.1 -0.1 0.0 0.2916
H -1.24553 -0.64360 -0.65474 0.0 0.2 0.0 0.5160
H -0.43241 1.73193 0.60544 0.0 -0.1 -0.1 0.4248
H 0.09468 -0.20942 -1.75185 0.0 -0.2 0.2 0.4615
H -1.12206 1.90512 -1.91066 0.1 -0.1 0.1 0.2724
```
Forces are in eV/Å.

Properties
* ΔE to the lowest compared entry with this formula, charge and spin: 4.8386 eV
* frontier orbital gap: 9.88 eV
* electronic energy: -307.5346 Ha
* highest occupied orbital energy: -8.93 eV
* net charge: 0



(2)
Formula: C4H8O2
Source: OMol25
Level of theory: ωB97M-V with the def2-TZVPD basis set

```
14
Properties=species:S:1:pos:R:3:forces:R:3:mulliken_charge:R:1
C 1.96542 0.06991 -0.30519 0.2 0.1 -0.1 -0.7883
O 0.81007 -0.75547 -0.26362 -0.1 0.0 0.0 -0.3755
C -0.43546 -0.09916 -0.28584 -0.2 0.2 -0.2 0.5845
C -1.56196 -1.00506 0.17198 -0.2 0.1 -0.1 -1.3439
C -0.44003 1.18522 0.52636 -0.3 0.3 0.0 -0.0106
O -1.26800 2.04637 0.34968 0.3 -0.3 0.2 -0.4739
H 2.76714 -0.50376 -0.77803 -0.2 0.1 0.0 0.2605
H 1.79610 0.98382 -0.89010 0.0 -0.1 0.0 0.3564
H 2.31080 0.36668 0.69835 -0.2 -0.1 -0.2 0.2817
H -0.82202 0.22506 -1.27384 1.0 -0.1 -0.2 0.1544
H -1.80318 -1.76512 -0.57290 0.3 0.0 0.0 0.3094
H -1.37352 -1.50844 1.13089 -0.3 0.5 -0.1 0.3370
H -2.39588 -0.29353 0.12629 -0.3 -0.5 0.7 0.3940
H 0.36012 1.30438 1.28304 -0.1 0.0 0.1 0.3145
```
Forces are in eV/Å.

Properties
* ΔE to the lowest compared entry with this formula, charge and spin: 1.9155 eV
* frontier orbital gap: 10.56 eV
* electronic energy: -307.6420 Ha
* SMILES: CO[C@@H](C)C=O
* highest occupied orbital energy: -9.71 eV
* net charge: 0



(3)
Formula: C4H8O2
Source: OMol25
Level of theory: ωB97M-V with the def2-TZVPD basis set

```
14
Properties=species:S:1:pos:R:3:forces:R:3:mulliken_charge:R:1
C -0.23247 -2.44234 0.38343 1.6 -1.2 -0.6 -0.6139
C -0.95964 -1.33588 0.70089 -1.3 3.5 -1.7 0.6388
O -0.91646 -0.29626 -0.26301 -3.5 -2.3 0.5 -0.4087
C -1.90041 -1.07810 1.76420 -1.0 -3.6 0.9 -0.2184
C -1.66179 -0.06202 2.60575 -1.1 -0.2 -2.1 -0.4853
H 0.22346 -2.43827 -0.56941 0.4 0.6 -1.2 0.3241
H 0.11984 -3.35453 0.83376 -0.9 0.0 1.3 0.3415
H -1.96479 -0.23471 -0.53863 3.6 0.6 1.0 0.4565
H -2.61986 -1.97429 1.85363 1.1 1.5 0.8 0.2983
H -1.12337 0.67134 2.10872 1.9 1.4 -0.2 0.3102
H -2.15266 0.27367 3.46670 -0.8 -0.4 1.3 0.3570
H 4.90967 4.22002 -3.22086 1.6 0.8 1.2 0.3121
H 4.58929 3.53253 -4.46230 2.9 -2.8 -5.5 0.2829
O 4.23448 3.89803 -3.76164 -4.5 2.1 4.3 -0.5950
```
Forces are in eV/Å.

Properties
* ΔE to the lowest compared entry with this formula, charge and spin: 2.7376 eV
* frontier orbital gap (spin up / spin down): 8.19 / 4.54 eV
* electronic energy: -307.2423 Ha
* highest occupied orbital energy (spin up / spin down): -13.32 / -13.32 eV
* 2S+1: 2
* net charge: +1



(4)
Formula: C4H8O2S
Source: OMol25
Level of theory: ωB97M-V with the def2-TZVPD basis set

```
15
Properties=species:S:1:pos:R:3:forces:R:3:mulliken_charge:R:1
C 1.32528 0.55053 -1.51549 2.1 -2.2 -1.1 -1.1178
C 0.53564 -0.13805 -0.42007 0.2 -2.1 -1.9 0.3349
C 0.00433 0.10419 1.78665 1.4 -0.9 0.1 -0.5221
C -1.76180 -0.24159 0.03552 -2.5 -1.9 0.5 -0.4190
H 2.44708 0.01899 -1.55618 -2.7 2.1 0.3 0.2769
H 1.24649 1.63511 -1.23153 0.6 -1.0 -0.9 0.2950
H 0.87509 0.25395 -2.53235 0.5 0.9 1.6 0.3091
H 0.61963 -1.38095 -0.43533 0.0 2.9 0.4 0.2248
H 0.42234 0.45588 2.67510 0.6 1.0 1.5 0.3753
H 0.10794 -0.96018 1.89051 -0.6 -1.0 0.0 0.3958
H -2.72469 -0.19864 -0.57961 0.9 0.4 1.5 0.2861
H -1.56035 -1.31098 0.22447 -0.5 -0.1 0.6 0.3376
O 0.92378 0.44254 0.76133 -0.9 0.2 0.3 -0.3414
O -0.80019 0.14479 -0.78670 1.8 1.7 -1.7 -0.3066
S -1.66057 0.62439 1.68368 -1.0 0.1 -1.3 -0.1285
```
Forces are in eV/Å.

Properties
* ΔE to the lowest compared entry with this formula, charge and spin: 2.4523 eV
* frontier orbital gap: 10.20 eV
* electronic energy: -705.8055 Ha
* SMILES: CC1OCSCO1
* highest occupied orbital energy: -9.27 eV
* net charge: 0